This record from the Open Molecules 2025 dataset describes a 3-piece molecular cluster, CH3N3O2 overall in a non-equilibrium geometry. The level of theory is ωB97M-V with the def2-TZVPD basis set.

Structure (XYZ):
```
9
CH3N3O2, DFT ωB97M-V with the def2-TZVPD basis set
C -4.602 1.179 -0.056
N 2.479 -0.751 0.587
N -3.933 0.293 0.347
N 1.829 0.110 0.965
O -5.432 1.926 -0.435
O 2.208 1.882 -0.158
H 3.148 -0.783 -0.185
H 1.405 2.441 -0.014
H -3.060 -0.205 0.619
```

As for the energy above the lowest of the compared OMol25 structures with the same formula, charge and spin: 456.34 kJ/mol. The value obtained for the orbital gap (spin up / spin down) is 10.44 / 8.33 eV. The calculation puts the HOMO energy (spin up / spin down) at -10.721 / -9.054 eV.